The ion C4H8Cl2N with charge +1 at a distorted geometry. Source: the Open Molecules 2025 dataset; level of theory: the ωB97M-V functional and the def2-TZVPD basis.

The geometry in XYZ format:
```
15
Properties=species:S:1:pos:R:3
C 0.44166 1.55560 -0.79141
N 0.33428 0.27815 -0.15380
C -0.99338 -0.13458 -0.05299
C 1.31437 -0.47766 0.23287
Cl 2.86030 0.19720 0.46217
C 1.06254 -1.94998 0.70144
Cl 0.83832 -2.74366 -0.84054
H -0.37014 2.09678 -0.37739
H 0.34466 1.53923 -1.89693
H 1.20196 2.18783 -0.40979
H -0.99214 -1.01762 0.53509
H -1.40101 -0.53007 -0.99923
H -1.67049 0.67051 0.29849
H 1.89523 -2.39659 1.12432
H 0.20543 -2.20747 1.41864
```

Total charge   +1
Gap between HOMO and LUMO   10.34 eV
Total energy   -1132.0477 Ha
SMILES   C[N+](C)=C(Cl)CCl

Results of the Löwdin charge analysis, in e, for atoms 1 through 5:
1. C -0.01
2. N -0.20
3. C -0.03
4. C -0.64
5. Cl 0.88